[1]
{
  "formula": "C2H5OS",
  "method": "the ωB97M-V functional and the def2-TZVPD basis",
  "elements": ["S", "H", "O", "C", "C", "H", "H", "H", "H"],
  "positions_angstrom": [[-1.56, -2.02, -1.16], [-0.58, -2.90, -1.38], [1.86, 0.48, 1.28], [0.95, 0.18, 0.55], [-0.19, 1.11, 0.20], [0.85, -0.83, 0.10], [-0.54, 1.53, 1.14], [-0.96, 0.53, -0.31], [0.18, 1.91, -0.44]],
  "total_energy_ha": -552.65559,
  "largest_force_ha_per_bohr": 0.0082,
  "homo_lumo_gap_ev": 6.88,
  "lumo_ev": 4.0895,
  "charge": -1,
  "homo_ha": -0.103
}

---

[2]
{
  "formula": "C11H13FO2Yb",
  "method": "the ωB97M-V functional and the def2-TZVPD basis",
  "elements": ["C", "C", "C", "C", "C", "O", "C", "C", "C", "C", "F", "C", "C", "O", "H", "H", "H", "H", "H", "H", "H", "H", "H", "H", "H", "H", "H", "Yb"],
  "positions_angstrom": [[4.42, -0.64, 0.67], [3.67, 0.68, 0.07], [2.06, 0.37, -0.13], [1.37, 0.69, -1.44], [-0.26, 0.43, -1.66], [-0.97, 0.90, -2.70], [-1.03, -0.42, -0.49], [-2.60, -0.91, -0.64], [-3.42, -0.18, 0.61], [-3.29, 1.45, 0.62], [-3.84, 1.90, 1.96], [-0.37, -0.78, 0.83], [1.19, -0.30, 1.10], [1.66, -0.44, 2.37], [5.58, -0.70, 0.39], [3.83, -1.59, 0.24], [4.27, -0.67, 1.85], [3.72, 1.62, 0.80], [4.21, 0.96, -0.94], [1.95, 1.14, -2.38], [-3.07, -0.66, -1.69], [-2.65, -2.10, -0.51], [-4.57, -0.43, 0.45], [-3.05, -0.64, 1.63], [-2.20, 1.87, 0.58], [-3.89, 1.91, -0.28], [-0.96, -1.39, 1.64], [-1.77, -2.06, -2.93]],
  "total_energy_ha": -1835.01208,
  "largest_force_ha_per_bohr": 0.1786,
  "homo_lumo_gap_ev": 6.30,
  "lumo_ev": -9.9599,
  "charge": 2,
  "homo_ha": -0.598
}

---

[3]
{
  "formula": "C11H14N2O",
  "method": "the ωB97M-V functional and the def2-TZVPD basis",
  "elements": ["C", "C", "C", "N", "C", "C", "C", "C", "C", "C", "H", "H", "H", "H", "H", "H", "H", "H", "H", "C", "C", "N", "O", "H", "H", "H", "H", "H"],
  "positions_angstrom": [[-4.39, 0.01, -2.09], [-3.37, -0.38, -1.03], [-3.70, -1.02, 0.13], [-2.53, -1.18, 0.89], [-1.47, -0.70, 0.16], [-0.08, -0.61, 0.43], [0.69, 0.10, -0.43], [0.13, 0.90, -1.47], [-1.18, 0.76, -1.80], [-1.96, -0.13, -1.01], [-5.11, -0.80, -2.18], [-3.94, 0.16, -3.07], [-4.93, 0.89, -1.74], [-4.60, -1.46, 0.51], [-2.40, -1.72, 1.70], [0.42, -1.12, 1.24], [1.77, 0.15, -0.30], [0.78, 1.65, -1.90], [-1.67, 1.28, -2.61], [3.92, 0.95, 2.72], [4.10, 0.54, 1.25], [3.99, -0.79, 0.96], [4.30, 1.39, 0.41], [4.62, 0.43, 3.38], [2.92, 0.73, 3.10], [4.06, 2.03, 2.71], [3.96, -0.99, -0.02], [3.50, -1.38, 1.59]],
  "total_energy_ha": -612.32794,
  "largest_force_ha_per_bohr": 0.0259,
  "smiles": "Cc1c[nH]c2ccccc12.CC(N)=O",
  "homo_lumo_gap_ev": 8.59,
  "lumo_ev": 0.6892,
  "charge": 0,
  "homo_ha": -0.291
}

---

[4]
{
  "formula": "CH4N2P2",
  "method": "the ωB97M-V functional and the def2-TZVPD basis",
  "elements": ["C", "N", "N", "P", "P", "H", "H", "H", "H"],
  "positions_angstrom": [[1.88, 0.25, 0.09], [2.80, -0.45, -0.04], [0.10, -1.76, -0.08], [0.32, 1.28, -0.09], [-0.89, -0.42, -0.03], [1.04, -1.72, -0.38], [-0.39, -2.59, -0.36], [-2.13, 2.42, 0.35], [-2.71, 3.00, 0.56]],
  "total_energy_ha": -832.57969,
  "largest_force_ha_per_bohr": 0.0733,
  "s_squared": 2.01,
  "multiplicity": 3,
  "homo_lumo_gap_ev": [7.44, 6.96],
  "lumo_ev": [0.5089, -3.0227],
  "charge": 0,
  "homo_ha": [-0.255, -0.367]
}

---

[5]
{
  "formula": "H5N3O",
  "method": "the ωB97M-V functional and the def2-TZVPD basis",
  "elements": ["H", "N", "N", "H", "N", "O", "H", "H", "H"],
  "positions_angstrom": [[-0.93, 1.22, 0.47], [-0.54, 1.93, -0.17], [0.65, 1.69, -0.49], [1.00, 0.86, -0.07], [0.47, -1.70, -0.21], [-0.58, -1.16, 0.57], [1.14, -2.17, 0.37], [0.09, -2.38, -0.76], [-0.63, -1.65, 1.42]],
  "total_energy_ha": -242.36227,
  "largest_force_ha_per_bohr": 0.0690,
  "smiles": "[H]/N=N\\[H].NO",
  "homo_lumo_gap_ev": 9.48,
  "lumo_ev": 0.4607,
  "charge": 0,
  "homo_ha": -0.331
}

---

[6]
{
  "formula": "C5H10N2S",
  "method": "the ωB97M-V functional and the def2-TZVPD basis",
  "elements": ["C", "C", "C", "C", "C", "H", "H", "H", "H", "H", "H", "H", "H", "H", "H", "N", "N", "S"],
  "positions_angstrom": [[0.55, 1.01, 2.25], [0.03, 1.12, -0.34], [-0.26, -0.38, -0.73], [0.69, -1.12, -1.69], [-0.06, -0.66, 0.66], [1.73, 1.24, 2.69], [0.28, 0.14, 2.96], [0.08, 1.99, 2.31], [0.93, 1.36, -1.01], [-0.85, 1.85, -0.32], [1.79, -0.55, -1.81], [0.98, -2.27, -1.62], [-0.02, -0.96, -2.76], [-2.25, -0.35, -0.18], [-2.02, -0.16, -1.81], [0.34, 0.53, 0.91], [-1.72, -0.66, -1.03], [-0.22, -2.13, 1.52]],
  "total_energy_ha": -704.08490,
  "largest_force_ha_per_bohr": 0.1114,
  "homo_lumo_gap_ev": 8.72,
  "lumo_ev": 0.6013,
  "charge": 0,
  "homo_ha": -0.299
}

---

[7]
{
  "formula": "C2H4ClI",
  "method": "the ωB97M-V functional and the def2-TZVPD basis",
  "elements": ["C", "C", "Cl", "I", "H", "H", "H", "H"],
  "positions_angstrom": [[0.49, -0.08, -0.81], [0.25, 0.19, 0.66], [0.35, 1.76, 1.41], [-2.75, -0.90, 0.47], [0.10, -1.02, -0.93], [1.55, 0.01, -0.78], [-0.02, 0.82, -1.28], [0.03, -0.77, 1.28]],
  "total_energy_ha": -836.39376,
  "largest_force_ha_per_bohr": 0.1091,
  "homo_lumo_gap_ev": [8.27, 5.95],
  "lumo_ev": [-0.9533, -2.5524],
  "charge": 0,
  "homo_ha": [-0.339, -0.313]
}

---

[8]
{
  "formula": "C2H10NO2",
  "method": "the ωB97M-V functional and the def2-TZVPD basis",
  "elements": ["C", "C", "N", "H", "H", "H", "H", "H", "H", "H", "H", "O", "H", "H", "O"],
  "positions_angstrom": [[1.44, -0.74, 0.99], [1.29, -1.01, 2.27], [0.28, -0.12, 0.24], [2.21, -1.01, 0.29], [2.19, -1.39, 2.74], [0.37, -0.83, 2.81], [-0.24, -0.96, -0.03], [0.36, 0.29, -0.70], [-0.24, 0.55, 0.82], [-2.70, 0.78, 0.00], [-2.72, 2.35, -0.07], [-2.17, 1.56, -0.11], [0.65, 0.51, -3.06], [-0.59, -0.15, -3.51], [-0.14, 0.15, -2.68]],
  "total_energy_ha": -287.15695,
  "largest_force_ha_per_bohr": 0.0288,
  "homo_lumo_gap_ev": 12.16,
  "lumo_ev": -3.1830,
  "charge": 1,
  "homo_ha": -0.564
}

---

Q: Which value of charge does entry 3 give?
A: 0

---

Q: The highest charge belongs to which entry?
A: C11H13FO2Yb

---

Q: What is the charge in the fourth record?
A: 0